Computed, not measured: 10 unconnected molecules or ions with the total composition C18H60O22P4 at a distorted geometry, with ωB97M-V with the def2-TZVPD basis set.

The geometry in XYZ format:
```
104
Properties=species:S:1:pos:R:3
C -3.23708 -6.13342 -3.23335
O -2.45265 -5.13315 -2.61081
P -0.84440 -5.27197 -2.40665
O -0.26519 -6.63756 -2.57319
O -0.15861 -4.10062 -3.28944
C -0.67232 -2.77796 -3.31874
O -0.60103 -4.64606 -0.93784
C -0.82570 -5.38144 0.25807
H -3.02932 -7.07003 -2.71594
H -2.92640 -6.33557 -4.25839
H -4.30408 -5.91075 -3.22694
H -0.44095 -2.35634 -4.29690
H -0.32400 -2.13606 -2.50958
H -1.75565 -2.84967 -3.22206
H 0.07067 -5.78821 0.72622
H -1.39781 -6.28239 0.03654
H -1.31467 -4.74369 0.99448
C -1.82314 -3.05399 3.05378
O -2.90221 -3.09662 2.13670
P -2.83425 -2.00183 0.90656
O -1.49951 -1.95461 0.17048
O -3.30809 -0.56948 1.59887
C -2.32692 0.10466 2.33344
O -4.09797 -2.33467 -0.04790
C -3.97659 -1.98870 -1.43470
H -1.59190 -4.09563 3.27648
H -1.93392 -2.56136 4.01978
H -0.93840 -2.73025 2.50557
H -1.43202 0.27298 1.73434
H -2.06368 -0.37759 3.27484
H -2.56016 1.15698 2.49570
H -3.16543 -1.32771 -1.74000
H -4.92647 -1.56654 -1.76273
H -3.88104 -2.91022 -2.00895
C 2.20703 -3.18281 0.72201
O 2.98171 -3.95011 1.59982
P 2.27860 -4.46903 3.00210
O 0.85389 -4.87019 2.87658
O 2.65091 -3.35376 4.11348
C 1.75733 -2.36962 4.48663
O 3.29386 -5.77351 3.37891
C 4.64544 -5.64571 3.80879
H 2.69103 -2.28361 0.34085
H 1.24291 -2.81803 1.07627
H 2.06198 -3.90572 -0.08077
H 0.75083 -2.58933 4.13056
H 1.96984 -1.37771 4.08782
H 1.78498 -2.38454 5.57618
H 4.97178 -4.60644 3.76977
H 5.28117 -6.29316 3.20484
H 4.80306 -5.93591 4.84756
C -0.69425 4.18513 1.94294
O 0.08703 5.35584 2.18777
P 0.03739 6.63360 1.15068
O 0.45895 6.41760 -0.25264
O -1.46369 7.26710 1.28344
C -2.35096 7.28211 0.21979
O 0.95266 7.67306 1.95974
C 0.78132 9.06498 1.80637
H -0.14810 3.39627 1.42571
H -1.45044 4.38660 1.18420
H -1.27258 3.79401 2.77999
H -2.83574 6.30913 0.13981
H -1.82843 7.64267 -0.66625
H -3.13163 8.02741 0.37205
H 1.68164 9.50817 1.38082
H 0.44324 9.61688 2.68342
H -0.04088 9.22543 1.10898
C 3.68698 0.13451 2.40115
O 4.86854 0.71983 2.00027
H 3.81227 -0.87113 2.80251
H 3.34365 0.82642 3.17024
H 2.93778 0.07949 1.61136
H 4.69074 1.53008 1.51708
C 3.84644 3.10695 -2.38694
O 4.92698 2.41532 -2.96401
H 3.23470 3.59133 -3.14803
H 3.28727 2.41574 -1.75634
H 4.21893 3.89153 -1.72833
H 5.42342 3.02687 -3.51279
C -0.07063 4.25490 -2.97930
O -1.05526 3.29757 -3.22722
H -0.53186 5.11928 -2.50158
H 0.74561 3.91877 -2.33986
H 0.31073 4.67342 -3.91070
H -1.37400 3.10782 -2.34178
C 0.69347 0.88728 -0.36111
O 0.42554 -0.42247 -0.90869
H -0.12542 1.17869 0.29661
H 1.68403 0.92340 0.09231
H 0.62479 1.62366 -1.16181
H -0.21009 -0.87937 -0.35298
C -2.92114 1.35162 -1.38871
O -2.70557 2.70698 -1.14825
H -2.50118 0.72396 -0.60273
H -3.99886 1.19189 -1.42215
H -2.52327 0.95098 -2.32107
H -3.11647 2.87849 -0.29776
C 0.66481 0.41058 -4.45659
O -0.36673 1.23253 -4.94468
H 1.52867 1.02898 -4.21283
H 0.33461 -0.08807 -3.54531
H 1.05306 -0.28246 -5.20295
H -0.55353 1.95695 -4.34308
```

Summary:
**HOMO level**: -9.3 eV
**Energy relative to the best compared isomer or geometry (same formula, charge and spin)**: 183.7 kJ/mol
**Orbital gap**: 9.215 eV
**SMILES**: COP(=O)(OC)OC.COP(=O)(OC)OC.COP(=O)(OC)OC.COP(=O)(OC)OC.CO.CO.CO.CO.CO.CO
**Molecular weight**: 752.55 g mol⁻¹
**Charge**: 0
**E**: -3742.688228 hartree
**LUMO energy**: -0.102 eV

Computed, not measured: C3H6N2O2 in the gas phase, with ωB97M-V with the def2-TZVPD basis set.

The geometry in XYZ format:
```
13
Properties=species:S:1:pos:R:3
H -0.77907 -1.18908 -2.15333
N -0.66628 -0.77590 -1.23342
C -0.51996 -1.66274 -0.34350
O -0.26396 -1.35562 0.93455
C -0.14429 0.03641 1.18980
C 0.87736 0.72201 0.28065
N 0.47641 1.96576 -0.14427
O 1.98314 0.26298 0.09234
H -0.57208 -2.74682 -0.46887
H -1.12693 0.51279 1.11542
H 0.22708 0.12017 2.21412
H 1.13725 2.40053 -0.77415
H -0.48552 2.04810 -0.44225
```

Summary:
**HOMO level**: -9.8 eV
**Energy relative to the best compared isomer or geometry (same formula, charge and spin)**: 130.3 kJ/mol
**Orbital gap**: 10.765 eV
**SMILES**: [H]/N=C/OCC(N)=O
**Molecular weight**: 102.09 g mol⁻¹
**Charge**: 0
**E**: -377.909692 hartree
**LUMO energy**: 0.953 eV

Computed, not measured: 2 unconnected molecules or ions with the total composition C4H8F2N2 at a distorted geometry, with ωB97M-V with the def2-TZVPD basis set.

The geometry in XYZ format:
```
16
Properties=species:S:1:pos:R:3
C -0.87239 -0.22451 0.96496
C 1.10117 -1.18410 -0.89967
C -0.70340 1.18269 0.81662
C 1.36446 -0.05235 0.02071
N -1.78961 -0.81910 0.22823
N -1.15819 1.71741 -0.36260
F 2.07648 -0.24170 1.15240
F 2.03395 0.96759 -0.61182
H -0.50941 -0.72739 1.79351
H 0.11703 -1.01840 -1.38933
H 0.82655 -2.12426 -0.49686
H 1.93842 -1.20706 -1.54004
H -0.02928 1.84502 1.34994
H -1.66608 -1.79800 0.41386
H -1.70091 1.04293 -0.92861
H -1.02876 2.64126 -0.51129
```

Summary:
**HOMO level (alpha / beta)**: -7.8 / -7.3 eV
**Energy relative to the best compared isomer or geometry (same formula, charge and spin)**: 275.9 kJ/mol
**Orbital gap (alpha / beta)**: 8.034 / 7.779 eV
**Molecular weight**: 122.12 g mol⁻¹
**Charge**: 0
**E**: -466.329196 hartree
**LUMO energy (alpha / beta)**: 0.195 / 0.505 eV

Computed, not measured: 3 unconnected molecules or ions with the total composition CH6NO4 at a distorted geometry, with ωB97M-V with the def2-TZVPD basis set.

The geometry in XYZ format:
```
12
Properties=species:S:1:pos:R:3
N 1.88674 -0.02016 -0.90377
C 0.60058 0.35118 -0.45224
O -0.25082 -0.58943 -0.34661
O 0.44202 1.50364 0.00489
H 2.00425 -1.02249 -0.88312
H 2.62299 0.48600 -0.46790
H -2.74409 -1.27854 -2.10079
H -1.38928 -1.29809 -1.36601
O -2.11353 -1.88793 -1.72834
H -0.87110 0.81625 3.05840
H 0.05125 1.40460 2.13116
O -0.23901 1.53496 3.05433
```

Summary:
**HOMO level**: -4.7 eV
**Energy relative to the best compared isomer or geometry (same formula, charge and spin)**: 29.8 kJ/mol
**Orbital gap**: 8.842 eV
**Molecular weight**: 96.06 g mol⁻¹
**Charge**: -1
**E**: -397.523077 hartree
**LUMO energy**: 4.104 eV

Computed, not measured: 2 unconnected molecules or ions with the total composition C4H10IP at a distorted geometry, with ωB97M-V with the def2-TZVPD basis set.

The geometry in XYZ format:
```
16
Properties=species:S:1:pos:R:3
C -1.07309 1.14799 -3.25604
C -0.93367 0.86668 -1.99749
C -0.03740 1.66784 -1.09934
H -1.82138 0.68024 -3.79512
H -0.48705 2.04082 -3.69502
H -1.73735 0.24079 -1.48381
H 0.69426 1.03107 -0.65063
H -0.43875 2.27130 -0.35392
H 0.61692 2.22280 -1.65994
C 0.33975 -2.26351 3.11740
P 0.50783 -0.82448 1.90299
I 2.80808 -0.38489 2.35046
H 1.28544 -2.81625 3.08583
H -0.59774 -2.72027 2.88492
H 0.12569 -1.74558 3.97821
H 0.74845 -1.41453 0.67149
```

Summary:
**HOMO level**: -8.9 eV
**Energy relative to the best compared isomer or geometry (same formula, charge and spin)**: 182.8 kJ/mol
**Orbital gap**: 9.172 eV
**SMILES**: C=CC.CPI
**Molecular weight**: 216.00 g mol⁻¹
**Charge**: 0
**E**: -797.391210 hartree
**LUMO energy**: 0.265 eV

Computed, not measured: a molecular structure, C17H12F5FeNO6Te at a distorted geometry, with ωB97M-V with the def2-TZVPD basis set.

The geometry in XYZ format:
```
43
Properties=species:S:1:pos:R:3
Fe -0.17213 0.52147 -0.33212
O 0.24289 -1.22426 3.19611
C -0.03416 -1.16738 2.02210
O -0.40526 -0.05632 1.41440
C -0.06505 -2.40601 1.14886
C -1.25356 -2.36903 0.16898
C -1.50465 -3.76522 -0.39836
C -0.28553 -3.92724 -1.35356
C 0.40425 -2.57190 -1.19258
O -0.69568 -1.67357 -0.96526
C 1.13839 -2.51872 0.15749
C 2.08525 -1.34312 0.12708
O 3.26079 -1.48591 0.37539
O 1.55357 -0.21760 -0.30541
H -0.10186 -3.26332 1.81629
H -2.12987 -1.83951 0.52678
H -2.44277 -3.78262 -0.94997
H -1.53797 -4.51789 0.38882
H -0.60024 -4.08476 -2.38432
H 0.37462 -4.74476 -1.06306
H 0.98988 -2.23400 -2.04141
H 1.73441 -3.40519 0.35512
N -5.62718 8.69383 0.57128
C -4.98497 7.74166 0.50369
C -4.17103 6.54440 0.43868
C -3.03540 6.44765 1.23378
C -2.26576 5.29951 1.19409
C -2.62448 4.24589 0.35007
C -3.76515 4.35273 -0.44942
C -4.53415 5.50104 -0.40373
C -1.80258 3.07138 0.29245
C -1.01106 2.15344 0.26352
H -2.75814 7.27553 1.87257
H -1.37675 5.20763 1.80150
H -4.04457 3.54072 -1.10786
H -5.41437 5.59368 -1.02592
F -2.25943 0.34640 -0.98398
Te -1.70789 1.82261 -2.44110
F -3.42090 1.73337 -3.18691
F -1.65536 0.16222 -3.33508
F -1.25087 2.31478 -4.17340
F -1.17557 3.66565 -2.29823
O 0.05040 1.31147 -1.92228
```

Summary:
**HOMO level (alpha / beta)**: -6.7 / -6.7 eV
**Energy relative to the best compared isomer or geometry (same formula, charge and spin)**: 347.0 kJ/mol
**Orbital gap (alpha / beta)**: 5.903 / 5.886 eV
**Spin multiplicity**: 2
**Molecular weight**: 604.72 g mol⁻¹
**Charge**: -1
**E**: -3192.237106 hartree
**LUMO energy (alpha / beta)**: -0.805 / -0.829 eV

Computed, not measured: C21H34N2O3S in the gas phase at a distorted geometry, with ωB97M-V with the def2-TZVPD basis set.

The geometry in XYZ format:
```
61
Properties=species:S:1:pos:R:3
C 7.42715 0.75469 1.51170
C 6.22581 0.04858 0.89644
C 6.29085 0.04607 -0.62916
C 5.10112 -0.68394 -1.25410
N 3.84716 -0.03292 -0.95060
C 2.92101 -0.58375 -0.13742
O 3.03271 -1.70684 0.31234
C 1.67895 0.25407 0.15640
C 0.49653 -0.35662 -0.60625
C -0.80457 0.33438 -0.21294
C -0.73223 1.83840 -0.47396
C -2.02636 2.53859 -0.03743
N -3.17534 2.07240 -0.78392
S -4.50698 1.53009 0.09148
O -5.66425 1.79636 -0.71770
O -4.47564 2.11918 1.40101
C -4.19006 -0.23888 0.15070
C -4.10565 -0.90697 -1.07021
C -4.30462 -0.21091 -2.37857
C -3.80773 -2.26387 -1.06928
C -3.59121 -2.96001 0.10993
C -3.23079 -4.41273 0.09348
C -3.69818 -2.27085 1.30816
C -4.00049 -0.91445 1.35448
C -4.11287 -0.25557 2.69169
C 0.46500 2.43610 0.26689
C 1.76410 1.74698 -0.15105
H 7.36062 0.74542 2.59676
H 8.35098 0.25956 1.22061
H 7.47573 1.79004 1.17990
H 5.30751 0.54360 1.21986
H 6.18264 -0.98197 1.25288
H 7.20856 -0.44739 -0.95403
H 6.31883 1.07604 -0.99637
H 5.22394 -0.73621 -2.34159
H 5.02616 -1.69759 -0.85461
H 3.74874 0.92194 -1.25158
H 1.48571 0.12484 1.22726
H 0.66543 -0.24664 -1.68056
H 0.43659 -1.42228 -0.38178
H -1.63394 -0.09492 -0.77371
H -0.99918 0.16325 0.84805
H -0.60142 2.00186 -1.54970
H -2.22639 2.32359 1.01506
H -1.90869 3.62315 -0.13781
H -3.46554 2.66985 -1.54010
H -3.41882 0.37133 -2.62858
H -4.47818 -0.93692 -3.16947
H -5.14646 0.47195 -2.31980
H -3.73958 -2.78560 -2.01303
H -3.65873 -4.92798 0.94999
H -3.57832 -4.89025 -0.81897
H -2.14726 -4.52271 0.14286
H -3.54341 -2.80293 2.23567
H -5.07673 0.23551 2.79849
H -3.35626 0.51677 2.80912
H -3.99422 -0.99100 3.48443
H 0.53426 3.50602 0.05768
H 0.31766 2.31606 1.34207
H 1.90339 1.90520 -1.22408
H 2.60293 2.20082 0.38293
```

Summary:
**HOMO level**: -9.2 eV
**Energy relative to the best compared isomer or geometry (same formula, charge and spin)**: 7.2 kJ/mol
**Orbital gap**: 9.813 eV
**SMILES**: CCCCNC(=O)[C@H]1CC[C@H](CNS(=O)(=O)c2c(C)cc(C)cc2C)CC1
**Molecular weight**: 394.58 g mol⁻¹
**Charge**: 0
**E**: -1554.055444 hartree
**LUMO energy**: 0.580 eV

Computed, not measured: a molecular structure, CH2FLiOPr at a distorted geometry, with ωB97M-V with the def2-TZVPD basis set.

The geometry in XYZ format:
```
7
Properties=species:S:1:pos:R:3
C 0.30101 -0.81086 0.09927
O -1.27144 1.13046 -0.57266
Pr -1.69564 0.37551 1.18866
Li 0.30789 1.94554 -0.47286
F 1.27886 0.24561 -0.27870
H 0.15715 -1.48759 -0.75523
H 0.92219 -1.39866 0.79151
```

Summary:
**HOMO level (alpha / beta)**: -12.4 / -12.3 eV
**Orbital gap (alpha / beta)**: 7.252 / 7.287 eV
**Spin multiplicity**: 3
**Molecular weight**: 196.87 g mol⁻¹
**Charge**: +1
**E**: -738.694362 hartree
**LUMO energy (alpha / beta)**: -5.099 / -5.041 eV